Entry 1:
The following is a DFT calculation (ωB97M-V/def2-TZVPD) of the ion C33H48OP with charge +1 at a distorted geometry.

```
83
Properties=species:S:1:pos:R:3
C 0.9454 3.5388 -3.5050
C -0.0135 4.0350 -2.4399
C -0.6884 2.8710 -1.6971
C 0.3323 1.8283 -1.1738
P -0.4335 0.3573 -0.1955
C -1.3259 1.4296 1.1377
C -1.9687 0.5485 2.2038
C -2.7964 1.3911 3.1872
C -1.9808 2.5071 3.8331
C -1.2311 3.3389 2.7962
C -0.4390 2.5315 1.7602
C -1.9495 0.0241 -1.3232
C -1.5875 -0.1199 -2.8148
C -2.8262 -0.3820 -3.6891
C -3.6775 -1.5392 -3.1885
C -3.9995 -1.4036 -1.6985
C -2.7615 -1.1686 -0.8174
C 1.3322 1.3399 -2.2357
C 1.9661 2.5230 -2.9545
H 0.3627 3.0801 -4.3069
H 1.4911 4.3727 -3.9529
H 0.4845 4.7098 -1.7247
H -0.8079 4.6175 -2.9082
H -1.2824 3.2543 -0.8527
H -1.3983 2.3822 -2.3783
H 0.9120 2.3019 -0.3591
H -2.1258 1.9147 0.5319
H -2.6311 -0.2049 1.7540
H -1.1693 0.0096 2.7341
H -3.6519 1.8391 2.6519
H -3.2055 0.7300 3.9559
H -2.6493 3.1751 4.3860
H -1.2901 2.0853 4.5724
H -1.9783 3.9413 2.2520
H -0.5538 4.0428 3.2867
H 0.4628 2.0557 2.1833
H -0.1012 3.2385 0.9848
H -2.5510 0.9470 -1.1779
H -1.1051 0.7926 -3.1967
H -0.8591 -0.9408 -2.9190
H -3.4396 0.5332 -3.7207
H -2.4958 -0.5678 -4.7160
H -4.6102 -1.5761 -3.7597
H -3.1610 -2.4881 -3.3748
H -4.6745 -0.5410 -1.5596
H -4.5221 -2.2998 -1.3440
H -2.1316 -2.0740 -0.8043
H -3.1118 -0.9952 0.2095
H 2.1234 0.7297 -1.7691
H 0.8304 0.6760 -2.9579
H 2.5821 2.1593 -3.7798
H 2.6317 3.0518 -2.2562
C 6.8790 -1.2372 -1.3986
O 5.7025 -1.6586 -2.1453
C 4.5186 -1.7761 -1.4831
C 3.3649 -2.1892 -2.2014
C 2.1030 -2.0923 -1.6105
C 1.9215 -1.5199 -0.3174
C 0.5411 -1.4042 0.2954
C 0.3773 -2.1461 1.6152
C -0.9214 -2.4425 2.1141
C -1.1401 -2.8904 3.4211
C -0.0826 -3.2012 4.2841
C -0.3226 -3.4885 5.7552
C 1.1987 -3.1405 3.7337
C 1.4189 -2.7122 2.4096
C 3.0887 -1.1848 0.3980
C 4.3612 -1.3148 -0.1636
H 7.6599 -1.2434 -2.1565
H 6.7885 -0.2306 -0.9669
H 7.1268 -1.9428 -0.5923
H 3.4605 -2.4693 -3.2453
H 1.2471 -2.5312 -2.1311
H -0.2022 -1.8364 -0.4408
H -1.7993 -2.3575 1.4634
H -2.1512 -2.9054 3.8270
H 0.5576 -3.2502 6.3670
H -1.1521 -2.8793 6.1256
H -0.5832 -4.5308 5.9755
H 2.0567 -3.3623 4.3761
H 2.4331 -2.8491 2.0179
H 3.0357 -0.8861 1.4487
H 5.2426 -0.9302 0.3561
```

The HOMO energy is -11.1 eV. The calculation puts the LUMO energy at -2.8 eV. Its charge is +1. The HOMO-LUMO gap comes out at 8.3 eV.

=====

Entry 2:
The following is a DFT calculation (ωB97M-V/def2-TZVPD) of a structure of composition C33H49As2BrF6IN2S2SiSn.

```
98
Properties=species:S:1:pos:R:3
Sn -0.3222 0.3549 0.3038
S 0.2681 0.0291 2.7425
C 1.9748 0.3129 3.1386
C 2.2331 0.4516 4.5034
C 3.5195 0.6173 4.9735
C 4.5763 0.6764 4.0770
C 4.3243 0.5710 2.7224
C 3.0323 0.3811 2.2300
As 2.7197 0.2626 0.3118
C 2.8812 2.1416 -0.1538
C 2.7935 3.1635 0.7817
C 2.7630 4.4866 0.3718
C 2.7962 4.8015 -0.9747
C 2.8929 3.7900 -1.9172
C 2.9378 2.4708 -1.5069
C 4.5128 -0.3649 -0.2210
C 4.8753 -1.6544 0.1596
C 6.1204 -2.1636 -0.1658
C 7.0170 -1.3937 -0.8916
C 6.6659 -0.1097 -1.2715
C 5.4230 0.4043 -0.9334
H 1.3980 0.4152 5.1866
H 3.6967 0.7067 6.0359
H 5.5872 0.8080 4.4331
H 5.1468 0.6388 2.0182
H 2.7334 2.9192 1.8356
H 2.6956 5.2717 1.1099
H 2.7335 5.8322 -1.2929
H 2.9153 4.0276 -2.9719
H 3.0203 1.6701 -2.2368
H 4.1716 -2.2471 0.7347
H 6.3990 -3.1590 0.1470
H 7.9879 -1.7885 -1.1542
H 7.3632 0.5013 -1.8268
H 5.1720 1.4193 -1.2090
C -3.4690 3.0368 -2.5681
N -2.2218 3.0351 -1.8334
C -2.1261 3.0363 -0.5178
N -3.1951 3.1758 0.2521
S -0.5611 2.9903 0.2045
H -3.2367 3.0301 -3.6271
H -4.0485 3.9325 -2.3337
H -4.0678 2.1502 -2.3397
H -1.3712 2.8507 -2.3444
H -4.1214 2.9994 -0.1104
H -3.0622 3.0620 1.2454
I -1.1531 0.1614 -3.8730
C 0.2876 0.2462 -2.3430
H 0.8780 1.1506 -2.4479
H 0.8612 -0.6734 -2.3350
F -2.8796 0.3310 -1.1109
As -3.8831 -0.4664 0.1221
F -5.0704 0.7909 -0.1893
F -3.0735 0.6227 1.2780
F -4.8068 -1.1293 1.3944
F -2.5739 -1.5803 0.3885
F -4.5636 -1.4901 -1.0724
C -0.9463 -7.2607 -1.6185
C -0.5144 -5.7942 -1.7273
C 0.6288 -5.7079 -2.7464
C -1.6788 -4.9725 -2.2988
Si 0.0591 -5.1189 0.0033
Br 0.3456 -2.8978 -0.4577
C 1.8797 -5.5928 0.5270
C 2.9467 -4.9694 -0.3839
C 2.1752 -5.0883 1.9460
C 2.0632 -7.1141 0.5008
C -1.2510 -5.2667 1.4240
C -2.6810 -5.1189 0.8899
C -1.0683 -4.1714 2.4827
C -1.1375 -6.6445 2.0902
H -1.2219 -7.6372 -2.6046
H -1.8100 -7.3819 -0.9676
H -0.1420 -7.8881 -1.2359
H 0.2581 -5.9913 -3.7326
H 1.4440 -6.3844 -2.4955
H 1.0180 -4.6932 -2.8183
H -1.9153 -5.3324 -3.3017
H -1.4210 -3.9183 -2.3831
H -2.5813 -5.0516 -1.7008
H 2.9076 -3.8825 -0.3572
H 2.8489 -5.2831 -1.4187
H 3.9360 -5.2740 -0.0365
H 2.0128 -4.0127 2.0264
H 3.2213 -5.2841 2.1904
H 1.5659 -5.5917 2.6941
H 1.9915 -7.5026 -0.5143
H 1.3238 -7.6255 1.1142
H 3.0517 -7.3739 0.8839
H -2.8224 -4.1613 0.3899
H -3.3812 -5.1541 1.7260
H -2.9486 -5.9235 0.2073
H -1.2344 -3.1835 2.0542
H -0.0853 -4.1861 2.9451
H -1.8086 -4.3103 3.2727
H -1.2445 -7.4512 1.3648
H -1.9284 -6.7605 2.8324
H -0.1868 -6.7724 2.6037
```

The HOMO energy (alpha / beta) is -7.4 / -8.0 eV. The calculation puts the LUMO energy (alpha / beta) at -0.4 / -1.5 eV. As for the spin multiplicity: 2. Its energy relative to the best compared isomer or geometry (same formula, charge and spin) is 106.0 kJ/mol. The HOMO-LUMO gap (alpha / beta) comes out at 7.0 / 6.5 eV.